Density functional theory data (ωB97M-V/def2-TZVPD) for an isolated ion of composition C5H11N2 and charge +1 at a distorted geometry.

## Properties
total charge: +1
energy relative to the best compared isomer or geometry (same formula, charge and spin): 89.6 kcal per mole
SMILES: C#C[C@@H](NC)[NH2+]C
E: -306.24072 Eh
spin multiplicity: 1
E_HOMO: -0.502 Eh

Structure (XYZ):
```
18
Properties=species:S:1:pos:R:3:forces:R:3:mulliken_charge:R:1
C -2.7573 0.4156 0.2190 0.6 0.6 0.4 0.12
C -1.5722 0.4823 0.0857 1.3 0.4 -0.1 -1.18
C 1.9415 1.7504 -0.0800 0.5 2.1 2.2 -0.87
C -0.4345 -2.1653 0.4179 1.1 1.9 1.2 -0.86
C -0.1451 0.4418 -0.3273 -2.0 1.6 -3.4 0.56
N 0.8566 1.0411 0.4798 -3.0 -1.9 1.5 -0.35
N 0.0715 -1.0439 -0.5912 -0.7 -2.0 1.6 -0.23
H -3.7437 0.6005 0.5142 -1.0 -0.2 0.0 0.48
H 2.3540 1.1978 -0.8922 0.7 0.0 -0.6 0.35
H 1.4556 2.7458 -0.3464 1.8 -0.7 -0.3 0.32
H 2.6476 1.8158 0.8794 -0.8 0.4 -2.7 0.29
H 0.0326 -2.0510 1.4241 0.2 0.0 -1.1 0.32
H -1.4805 -2.1312 0.6401 -0.7 0.5 -0.7 0.36
H -0.1758 -3.0681 -0.0683 0.4 -1.0 -0.3 0.38
H -0.2160 0.8856 -1.5442 0.7 -1.0 3.3 0.26
H 0.4677 1.6244 1.2354 -0.1 -1.0 -0.5 0.31
H 1.0685 -1.1508 -0.5961 0.8 -0.4 -0.5 0.34
H -0.3704 -1.3906 -1.4499 0.5 0.8 -0.2 0.41
```
Positions in Å, forces in eV/Å.